[1]
{
  "formula": "H31O15",
  "method": "the ωB97M-V functional and the def2-TZVPD basis",
  "e_above_lowest_kcal_mol": 125.6,
  "fmax_ev_per_a": 10.5,
  "lumo_ev": -3.027,
  "homo_ev": -13.53,
  "orbital_gap_ev": 10.506,
  "e_tot_ev": -31206.0952,
  "charge": 1,
  "species": ["O", "H", "H", "O", "H", "H", "O", "H", "H", "O", "H", "H", "O", "H", "H", "O", "H", "H", "O", "H", "H", "O", "H", "H", "O", "H", "H", "O", "H", "O", "H", "H", "O", "H", "H", "O", "H", "H", "O", "H", "H", "O", "H", "H", "H", "H"],
  "positions_angstrom": [[1.59, 1.10, 2.29], [-2.04, 1.87, -3.08], [0.51, 0.84, 1.74], [-3.40, 0.29, 0.37], [-3.83, 0.88, -0.34], [-3.13, -0.51, -0.17], [-2.20, 0.96, -2.82], [1.06, -0.86, -0.29], [-3.18, 0.93, -3.23], [1.57, -2.69, -1.12], [0.84, -3.42, -0.79], [1.30, -2.11, -1.68], [-0.63, -4.15, -0.08], [-0.97, -4.49, -1.01], [-1.39, -3.93, 0.48], [0.64, -1.05, 0.60], [1.24, -1.84, 0.74], [-1.22, 1.45, 1.95], [-0.53, -1.54, 3.50], [-0.80, -2.46, 3.60], [-1.29, -1.09, 3.09], [0.46, 2.06, -0.67], [0.27, 1.26, -1.28], [1.12, 2.56, -1.13], [-0.79, 0.54, 1.69], [2.42, 0.70, 1.70], [-1.19, 0.19, 0.89], [0.96, 0.12, -3.54], [3.55, 2.76, -0.72], [2.75, 2.75, -3.03], [3.17, 3.24, -2.36], [3.29, 1.93, -3.18], [1.58, -0.82, 4.13], [0.84, -0.94, 4.64], [1.29, -1.57, 3.43], [-2.55, 2.65, 1.98], [-2.63, 2.81, 0.95], [-3.31, 2.02, 2.38], [3.77, 1.97, -0.21], [1.54, 0.15, 2.77], [3.68, 2.42, 0.66], [-1.96, -1.65, -1.21], [-1.42, -1.18, -1.83], [-2.50, -2.41, -1.72], [1.51, 0.19, -4.29], [0.00, 0.06, -3.80]]
}



[2]
{
  "formula": "C3H4LiO3Sm",
  "method": "the ωB97M-V functional and the def2-TZVPD basis",
  "fmax_ev_per_a": 3.5,
  "lumo_ev": [-10.768, -9.045],
  "spin_multiplicity": 6,
  "homo_ev": [-18.09, -18.23],
  "orbital_gap_ev": [7.318, 9.186],
  "e_tot_ev": -27409.5397,
  "charge": 2,
  "s_squared": 9.243,
  "species": ["O", "C", "C", "O", "O", "C", "H", "H", "H", "H", "Sm", "Li"],
  "positions_angstrom": [[-0.62, -1.04, 0.58], [-1.53, -0.09, 0.32], [0.74, -0.75, 0.50], [-2.72, -0.38, 0.39], [-1.14, 1.04, -0.14], [1.42, -0.89, -0.68], [1.22, -0.57, 1.46], [1.61, 1.38, 0.94], [0.94, -1.33, -1.55], [2.50, -0.75, -0.65], [0.74, 1.97, -0.89], [-3.17, 1.42, -0.30]]
}



[3]
{
  "formula": "C36H34N6O6PRbSSe4",
  "method": "the ωB97M-V functional and the def2-TZVPD basis",
  "e_above_lowest_kcal_mol": 25.4,
  "fmax_ev_per_a": 0.8,
  "lumo_ev": 3.539,
  "homo_ev": -2.75,
  "orbital_gap_ev": 6.290,
  "e_tot_ev": -341279.3891,
  "charge": -2,
  "species": ["Rb", "Se", "Se", "C", "C", "C", "C", "C", "N", "C", "C", "C", "C", "C", "N", "H", "H", "H", "H", "H", "H", "H", "H", "O", "N", "C", "C", "C", "C", "C", "S", "H", "H", "H", "H", "O", "C", "O", "C", "C", "N", "N", "C", "C", "O", "O", "H", "H", "H", "Se", "P", "Se", "C", "C", "C", "C", "C", "C", "C", "C", "C", "C", "C", "C", "H", "H", "H", "H", "H", "H", "H", "H", "H", "H", "C", "N", "C", "C", "C", "O", "H", "H", "H", "H", "H", "H", "H", "H", "H"],
  "positions_angstrom": [[0.36, 0.53, -0.62], [5.26, -0.54, 0.18], [3.78, -1.40, -1.44], [2.62, -2.33, -0.19], [2.24, -3.63, -0.53], [1.35, -4.29, 0.30], [0.90, -3.65, 1.45], [1.37, -2.37, 1.70], [2.20, -1.70, 0.90], [4.60, 1.26, 0.29], [5.46, 2.24, 0.79], [5.01, 3.54, 0.87], [3.72, 3.85, 0.45], [2.95, 2.80, -0.03], [3.37, 1.54, -0.12], [2.60, -4.07, -1.44], [1.01, -5.28, 0.05], [0.19, -4.11, 2.11], [1.03, -1.83, 2.59], [6.46, 1.97, 1.10], [5.65, 4.32, 1.26], [3.29, 4.83, 0.53], [1.92, 2.98, -0.33], [-0.09, 2.53, 0.96], [0.13, 2.91, 2.19], [0.00, 1.96, 3.15], [0.23, 2.21, 4.48], [0.60, 3.51, 4.84], [0.70, 4.46, 3.87], [0.46, 4.21, 2.49], [0.52, 5.43, 1.30], [-0.30, 1.00, 2.76], [0.12, 1.41, 5.19], [0.80, 3.76, 5.88], [0.97, 5.48, 4.11], [-1.92, -5.30, -4.47], [-0.74, -5.15, -3.81], [0.14, -5.95, -3.97], [-0.72, -4.00, -2.87], [-1.58, -3.83, -1.80], [-1.18, -2.71, -1.19], [-0.13, -2.12, -1.79], [0.16, -2.90, -2.83], [1.23, -2.56, -3.85], [0.97, -2.92, -5.00], [2.25, -1.97, -3.41], [-2.44, -4.50, -4.30], [-2.41, -4.39, -1.43], [-1.62, -2.31, -0.37], [-4.66, -1.51, -1.29], [-4.67, -1.81, 0.83], [-2.82, -2.34, 1.81], [-5.38, -0.32, 1.64], [-4.81, 0.24, 2.77], [-5.36, 1.37, 3.36], [-6.50, 1.95, 2.81], [-7.08, 1.39, 1.68], [-6.52, 0.27, 1.09], [-5.96, -3.05, 1.29], [-7.06, -3.25, 0.46], [-8.06, -4.13, 0.82], [-7.98, -4.84, 2.02], [-6.88, -4.65, 2.84], [-5.87, -3.76, 2.48], [-3.92, -0.21, 3.18], [-4.89, 1.81, 4.23], [-6.92, 2.84, 3.26], [-7.96, 1.85, 1.24], [-6.94, -0.14, 0.18], [-7.10, -2.73, -0.49], [-8.91, -4.29, 0.17], [-8.75, -5.53, 2.30], [-6.79, -5.20, 3.77], [-5.00, -3.61, 3.11], [0.37, 4.39, -2.41], [1.46, 3.60, -2.97], [2.73, 4.26, -3.19], [1.28, 2.28, -3.21], [2.44, 1.49, -3.75], [0.22, 1.72, -2.93], [0.20, 5.27, -3.04], [0.60, 4.71, -1.39], [-0.52, 3.78, -2.39], [2.70, 5.22, -2.70], [2.94, 4.42, -4.26], [3.56, 3.69, -2.76], [2.83, 1.94, -4.68], [2.14, 0.46, -3.93], [3.26, 1.48, -3.02]]
}



[4]
{
  "formula": "C6H7ClO",
  "method": "the ωB97M-V functional and the def2-TZVPD basis",
  "smiles": "Clc1ccccc1.O",
  "e_above_lowest_kcal_mol": 14.3,
  "fmax_ev_per_a": 1.9,
  "lumo_ev": 0.788,
  "homo_ev": -9.21,
  "orbital_gap_ev": 9.998,
  "e_tot_ev": -20904.9114,
  "charge": 0,
  "species": ["Cl", "C", "C", "C", "C", "C", "C", "H", "H", "H", "H", "H", "O", "H", "H"],
  "positions_angstrom": [[-1.06, -0.72, 1.90], [0.12, 0.58, -2.28], [-1.19, 0.27, -2.01], [1.13, 0.44, -1.31], [-1.53, -0.07, -0.68], [0.80, -0.05, -0.05], [-0.56, -0.29, 0.30], [0.48, 0.83, -3.29], [-2.04, 0.35, -2.71], [2.16, 0.59, -1.65], [-2.61, 0.01, -0.52], [1.56, -0.17, 0.74], [1.14, -0.56, 3.53], [1.40, -0.43, 4.47], [0.19, -0.80, 3.56]]
}



[5]
{
  "formula": "C53H83F3O8",
  "method": "the ωB97M-V functional and the def2-TZVPD basis",
  "smiles": "CCCCCCCCCCCCCCCCCCc1ccc2c(c1)C(=O)c1cccc(CCC(F)(F)F)c1C2=O.CC(C)=O.CC(C)=O.CC(C)=O.CC(C)=O.CC(C)=O.CC(C)=O",
  "fmax_ev_per_a": 0.7,
  "lumo_ev": -0.588,
  "homo_ev": -9.12,
  "orbital_gap_ev": 8.537,
  "e_tot_ev": -80841.8592,
  "charge": 0,
  "species": ["C", "C", "C", "C", "C", "C", "C", "C", "C", "C", "C", "C", "C", "C", "C", "C", "C", "C", "C", "C", "C", "C", "C", "C", "C", "O", "C", "C", "C", "C", "C", "C", "C", "C", "F", "F", "F", "C", "C", "O", "H", "H", "H", "H", "H", "H", "H", "H", "H", "H", "H", "H", "H", "H", "H", "H", "H", "H", "H", "H", "H", "H", "H", "H", "H", "H", "H", "H", "H", "H", "H", "H", "H", "H", "H", "H", "H", "H", "H", "H", "H", "H", "H", "H", "H", "H", "H", "C", "C", "O", "C", "H", "H", "H", "H", "H", "H", "C", "C", "O", "C", "H", "H", "H", "H", "H", "H", "C", "C", "O", "C", "H", "H", "H", "H", "H", "H", "C", "C", "O", "C", "H", "H", "H", "H", "H", "H", "C", "C", "O", "C", "H", "H", "H", "H", "H", "H", "C", "C", "O", "C", "H", "H", "H", "H", "H", "H"],
  "positions_angstrom": [[-3.38, 1.93, 1.57], [-4.15, 2.93, 0.71], [-5.58, 2.53, 0.37], [-5.77, 1.08, -0.06], [-4.98, 0.66, -1.30], [-5.22, 1.56, -2.51], [-4.33, 1.20, -3.69], [-4.76, -0.06, -4.45], [-3.60, -0.74, -5.18], [-2.78, -1.64, -4.25], [-1.49, -2.14, -4.91], [-0.78, -3.22, -4.08], [0.12, -2.67, -2.99], [0.98, -3.78, -2.34], [1.35, -3.50, -0.88], [0.25, -3.96, 0.09], [-0.26, -2.89, 1.08], [0.56, -2.79, 2.38], [1.62, -1.72, 2.32], [1.32, -0.43, 2.74], [2.24, 0.60, 2.64], [3.49, 0.34, 2.08], [3.81, -0.96, 1.66], [2.88, -1.98, 1.79], [5.14, -1.19, 1.06], [5.76, -2.22, 1.21], [5.65, -0.05, 0.24], [6.39, -0.28, -0.91], [6.79, 0.81, -1.67], [6.46, 2.10, -1.28], [5.74, 2.35, -0.11], [5.41, 3.77, 0.28], [3.91, 4.11, 0.14], [3.56, 4.68, -1.21], [3.86, 6.00, -1.29], [4.22, 4.08, -2.22], [2.24, 4.56, -1.48], [5.33, 1.25, 0.65], [4.52, 1.38, 1.90], [4.73, 2.26, 2.72], [-3.02, 1.08, 1.00], [-4.00, 1.57, 2.39], [-2.52, 2.43, 2.02], [-4.17, 3.87, 1.26], [-3.58, 3.12, -0.21], [-6.19, 2.71, 1.26], [-5.96, 3.18, -0.41], [-5.54, 0.41, 0.77], [-6.84, 0.94, -0.27], [-5.27, -0.36, -1.55], [-3.90, 0.65, -1.08], [-6.26, 1.45, -2.81], [-5.06, 2.60, -2.23], [-4.35, 2.02, -4.41], [-3.29, 1.09, -3.35], [-5.22, -0.78, -3.77], [-5.50, 0.26, -5.20], [-2.94, 0.02, -5.60], [-3.97, -1.37, -5.99], [-3.38, -2.51, -3.99], [-2.52, -1.11, -3.33], [-1.75, -2.53, -5.89], [-0.82, -1.29, -5.04], [-1.54, -3.83, -3.60], [-0.19, -3.87, -4.73], [0.81, -1.93, -3.40], [-0.49, -2.20, -2.21], [0.43, -4.73, -2.41], [1.89, -3.89, -2.93], [1.50, -2.42, -0.78], [2.30, -3.97, -0.64], [-0.60, -4.32, -0.48], [0.61, -4.80, 0.68], [-0.22, -1.92, 0.57], [-1.30, -3.10, 1.31], [-0.10, -2.56, 3.21], [1.04, -3.75, 2.59], [0.34, -0.22, 3.16], [2.00, 1.60, 2.97], [3.15, -2.98, 1.47], [6.64, -1.29, -1.20], [7.35, 0.66, -2.59], [6.77, 2.93, -1.90], [6.01, 4.45, -0.32], [5.68, 3.91, 1.32], [3.31, 3.22, 0.29], [3.63, 4.83, 0.89], [-6.41, 6.23, -4.40], [-6.78, 4.83, -3.96], [-6.64, 4.46, -2.82], [-7.32, 3.91, -5.03], [-6.03, 6.78, -3.54], [-5.65, 6.19, -5.18], [-7.28, 6.73, -4.80], [-6.59, 3.79, -5.83], [-8.23, 4.33, -5.46], [-7.55, 2.94, -4.60], [-4.91, -5.43, -1.47], [-3.45, -5.79, -1.32], [-2.59, -5.18, -1.92], [-3.11, -6.93, -0.40], [-5.01, -4.59, -2.16], [-5.47, -6.29, -1.85], [-5.32, -5.15, -0.50], [-3.61, -7.84, -0.73], [-3.47, -6.70, 0.61], [-2.04, -7.08, -0.38], [4.86, 0.30, 5.85], [4.55, -1.17, 5.69], [3.43, -1.60, 5.85], [5.69, -2.07, 5.31], [3.95, 0.83, 6.12], [5.61, 0.45, 6.63], [5.24, 0.69, 4.90], [6.47, -2.03, 6.08], [6.12, -1.76, 4.36], [5.33, -3.10, 5.22], [1.43, 3.69, 8.49], [2.75, 3.49, 7.78], [3.62, 2.78, 8.24], [2.94, 4.22, 6.47], [1.42, 3.11, 9.41], [1.28, 4.75, 8.72], [0.61, 3.36, 7.84], [2.85, 5.30, 6.63], [2.17, 3.92, 5.76], [3.92, 4.00, 6.06], [4.37, -2.36, 8.97], [5.76, -2.90, 9.16], [6.73, -2.32, 8.72], [5.89, -4.20, 9.91], [4.41, -1.42, 8.42], [3.76, -3.07, 8.42], [3.90, -2.17, 9.94], [5.33, -4.98, 9.41], [5.49, -4.09, 10.92], [6.94, -4.48, 9.98], [-2.88, 0.67, -10.56], [-2.67, 0.90, -9.08], [-3.25, 0.25, -8.25], [-1.69, 1.98, -8.70], [-3.60, -0.13, -10.71], [-3.24, 1.58, -11.04], [-1.93, 0.39, -11.03], [-2.01, 2.94, -9.11], [-0.70, 1.76, -9.11], [-1.62, 2.06, -7.62]]
}



[6]
{
  "formula": "C49H65INO6RbS",
  "method": "the ωB97M-V functional and the def2-TZVPD basis",
  "e_above_lowest_kcal_mol": 6.4,
  "fmax_ev_per_a": 1.4,
  "lumo_ev": 3.763,
  "homo_ev": -2.05,
  "orbital_gap_ev": 5.816,
  "e_tot_ev": -85240.7469,
  "charge": -2,
  "species": ["Rb", "C", "O", "C", "C", "C", "C", "C", "C", "C", "C", "C", "C", "C", "C", "C", "C", "C", "C", "C", "C", "C", "C", "C", "C", "C", "C", "C", "C", "C", "C", "C", "C", "O", "C", "C", "C", "C", "C", "O", "C", "C", "C", "C", "C", "C", "O", "C", "C", "C", "C", "H", "H", "H", "H", "H", "H", "H", "H", "H", "H", "H", "H", "H", "H", "H", "H", "H", "H", "H", "H", "H", "H", "H", "H", "H", "H", "H", "H", "H", "H", "H", "H", "H", "H", "H", "H", "H", "H", "H", "H", "H", "H", "H", "H", "H", "H", "H", "H", "H", "H", "H", "H", "H", "H", "H", "H", "H", "H", "O", "H", "H", "O", "H", "H", "I", "S", "C", "C", "N", "C", "H", "H", "H"],
  "positions_angstrom": [[0.51, -0.06, 0.23], [1.05, 2.08, -2.68], [0.01, 1.57, -1.86], [-1.24, 2.06, -2.19], [-1.98, 1.43, -3.19], [-1.60, 0.07, -3.75], [-2.48, -0.99, -3.10], [-3.78, -1.19, -3.54], [-4.70, -2.00, -2.88], [-4.26, -2.60, -1.70], [-2.96, -2.44, -1.23], [-2.57, -3.05, 0.10], [-3.16, -2.46, 1.36], [-3.74, -3.30, 2.31], [-4.12, -2.85, 3.56], [-3.84, -1.52, 3.88], [-3.26, -0.64, 2.98], [-2.77, 0.70, 3.53], [-2.86, 1.96, 2.71], [-3.96, 2.79, 2.87], [-4.11, 3.98, 2.16], [-3.12, 4.26, 1.22], [-2.02, 3.45, 1.00], [-1.12, 3.69, -0.20], [-1.76, 3.14, -1.47], [-2.98, 3.66, -1.89], [-3.70, 3.13, -2.95], [-3.18, 2.00, -3.58], [-5.08, 3.69, -3.30], [-6.07, 3.21, -2.22], [-5.06, 5.22, -3.32], [-5.58, 3.20, -4.66], [-1.78, 2.31, 1.84], [-0.68, 1.65, 1.79], [-5.28, 4.95, 2.36], [-4.75, 6.31, 2.81], [-6.26, 4.45, 3.42], [-6.06, 5.13, 1.05], [-3.01, -1.10, 1.69], [-2.53, -0.25, 0.73], [-3.59, 0.41, 0.02], [-4.79, -3.75, 4.60], [-3.90, -3.85, 5.85], [-5.02, -5.17, 4.08], [-6.15, -3.16, 5.00], [-1.99, -1.69, -1.95], [-0.76, -1.62, -1.58], [-6.12, -2.15, -3.42], [-6.81, -0.78, -3.46], [-6.97, -3.08, -2.56], [-6.08, -2.72, -4.84], [0.83, 1.90, -3.74], [1.96, 1.55, -2.41], [1.17, 3.16, -2.52], [-0.56, -0.17, -3.53], [-1.75, 0.07, -4.83], [-4.09, -0.66, -4.44], [-4.94, -3.19, -1.10], [-1.48, -2.97, 0.17], [-2.81, -4.12, 0.10], [-3.86, -4.34, 2.04], [-4.06, -1.16, 4.88], [-1.73, 0.54, 3.81], [-3.32, 0.86, 4.47], [-4.72, 2.48, 3.57], [-3.21, 5.16, 0.61], [-0.16, 3.21, -0.03], [-0.95, 4.77, -0.32], [-3.40, 4.48, -1.32], [-3.74, 1.51, -4.36], [-5.74, 3.54, -1.23], [-6.12, 2.12, -2.21], [-7.07, 3.61, -2.41], [-4.80, 5.64, -2.35], [-6.05, 5.60, -3.59], [-4.34, 5.58, -4.06], [-5.74, 2.12, -4.68], [-4.86, 3.46, -5.45], [-6.53, 3.68, -4.90], [-4.20, 6.21, 3.75], [-5.57, 7.02, 2.96], [-4.06, 6.73, 2.07], [-5.78, 4.33, 4.39], [-6.70, 3.49, 3.14], [-7.08, 5.17, 3.53], [-5.40, 5.49, 0.25], [-6.87, 5.85, 1.17], [-6.49, 4.18, 0.72], [-4.22, -0.31, -0.50], [-3.12, 1.07, -0.71], [-4.18, 1.02, 0.71], [-2.92, -4.26, 5.59], [-4.36, -4.49, 6.61], [-3.73, -2.86, 6.30], [-4.07, -5.66, 3.83], [-5.65, -5.17, 3.19], [-5.51, -5.77, 4.85], [-6.04, -2.16, 5.41], [-6.64, -3.79, 5.75], [-6.80, -3.10, 4.12], [-6.87, -0.36, -2.45], [-7.83, -0.86, -3.86], [-6.26, -0.08, -4.08], [-7.08, -2.70, -1.54], [-6.53, -4.08, -2.51], [-7.97, -3.17, -2.99], [-5.50, -2.08, -5.51], [-7.09, -2.82, -5.26], [-5.61, -3.71, -4.84], [0.06, -0.92, 2.71], [-0.29, -1.45, 1.99], [-0.22, 0.00, 2.52], [2.47, -1.03, -2.47], [1.61, -1.35, -2.17], [3.00, -0.87, -1.67], [4.26, 0.09, 0.55], [3.55, -4.33, 0.18], [2.28, -4.60, -0.93], [1.24, -3.77, -0.66], [1.40, -2.99, 0.46], [2.55, -3.20, 1.01], [2.39, -5.29, -1.75], [0.34, -3.64, -1.25], [2.91, -2.65, 1.88]]
}